Record 1
ORCA calculation (ωB97M-V/def2-TZVPD) on the ion C2H5NO2P with charge +1.

Properties
HOMO energy (alpha / beta) in eV: -12.94 / -12.94
SMILES string: [NH3+]C=P(O)=C=O
E_LUMO (alpha / beta) in eV: -4.93 / -4.93
Molar mass in g mol⁻¹: 106.041

Geometry as ORCA input:
```
! RIJCOSX wB97M-V def2-TZVPD def2/J DEFGRID3
* xyz 1 1
C 2.142 1.287 -0.183
C 0.147 -0.241 -0.076
N -1.055 0.503 0.242
O 1.668 2.328 -0.304
O 2.275 -1.354 -0.483
P 1.725 -0.397 0.656
H 0.132 -0.354 -1.148
H -1.890 0.063 -0.260
H -0.855 1.362 -0.261
H -1.154 0.668 1.238
H 3.195 -1.512 -0.629
*
```

The net atomic charges from Mulliken, expressed in e, are: C 0.39; C -0.72; N -0.17; O -0.18; O -0.38; P 0.20; H 0.40; H 0.39; H 0.38; H 0.34; H 0.34

=====

Record 2
ORCA calculation (ωB97M-V/def2-TZVPD) on a cluster of 4 separate species, C3H13NO3 in total.

Properties
Expectation value of S²: 0.7575
HOMO energy (alpha / beta) in eV: 1.00 / -3.94
E_LUMO (alpha / beta) in eV: 3.58 / 3.51
Molar mass in g mol⁻¹: 111.141

Geometry as ORCA input:
```
! RIJCOSX wB97M-V def2-TZVPD def2/J DEFGRID3
* xyz -1 2
C 1.432 -1.436 0.913
C 0.412 -0.436 0.417
C -0.909 -0.616 0.635
N 0.936 0.692 -0.229
H 0.874 -2.366 1.043
H 2.238 -1.592 0.201
H 1.834 -1.243 1.912
H -1.661 -0.087 0.058
H -1.276 -1.182 1.479
H 1.647 1.201 0.279
H 0.176 1.289 -0.534
H -1.298 1.096 -2.198
H -1.772 2.242 -3.016
O -1.558 2.042 -2.101
H -0.562 -1.184 -3.444
H -1.203 -1.008 -2.054
O -0.801 -0.497 -2.789
H 0.459 1.112 3.919
H 0.223 0.724 2.468
O 0.809 1.249 3.041
*
```

The net atomic charges from Mulliken, expressed in e, are: C -1.38; C 0.54; C -0.87; N -0.56; H 0.32; H 0.40; H 0.23; H 0.20; H 0.29; H 0.20; H 0.20; H 0.36; H 0.40; O -0.98; H 0.46; H 0.34; O -1.12; H 0.35; H 0.43; O -0.80

=====

Record 3
ORCA calculation (ωB97M-V/def2-TZVPD) on a structure of composition C15H8F5N2PtSe3Te2.

Properties
Expectation value of S²: 2.0148
HOMO energy (alpha / beta) in eV: -3.77 / -3.76
E_LUMO (alpha / beta) in eV: 0.80 / -0.43
Molar mass in g mol⁻¹: 998.391

Geometry as ORCA input:
```
! RIJCOSX wB97M-V def2-TZVPD def2/J DEFGRID3
* xyz -1 3
Pt -0.038 1.516 -1.411
N 2.474 1.405 1.399
C 2.662 0.108 1.795
C 3.871 -0.388 2.235
C 4.011 -1.744 2.584
C 2.965 -2.619 2.498
C 1.707 -2.151 2.047
C 0.568 -2.979 1.901
C -0.600 -2.450 1.442
C -0.652 -1.072 1.128
N 0.376 -0.277 1.260
C 1.548 -0.796 1.706
H 3.119 2.097 1.741
H 1.517 1.719 1.319
H 4.724 0.277 2.305
H 4.978 -2.093 2.926
H 3.079 -3.664 2.761
H 0.647 -4.031 2.150
H -1.486 -3.055 1.305
H -1.569 -0.627 0.754
Se 1.222 4.859 0.724
Te 0.315 4.242 -1.387
Te 2.423 1.844 -2.145
Se 1.471 -0.361 -2.093
F -3.827 -0.359 -4.365
C -3.841 0.590 -3.365
C -2.525 1.212 -3.008
F -2.049 2.319 -3.642
C -1.662 0.411 -2.093
F -1.555 -0.952 -2.210
C -2.868 1.068 -1.511
Se -2.100 2.301 -0.258
C -4.201 0.484 -1.865
F -4.591 -0.612 -1.122
C -5.063 1.176 -2.811
F -5.051 2.601 -2.694
*
```

The net atomic charges from Mulliken, expressed in e, are: Pt 1.28; N -0.23; C 0.17; C -0.81; C -0.58; C -0.94; C 1.14; C -0.63; C -0.89; C -0.07; N -0.19; C 0.41; H 0.23; H 0.18; H 0.34; H 0.36; H 0.36; H 0.39; H 0.41; H 0.51; Se -0.42; Te 0.07; Te -0.04; Se -0.34; F -0.32; C 0.44; C 0.74; F -0.33; C -0.51; F -0.41; C 0.02; Se -0.29; C 0.74; F -0.32; C -1.24; F -0.25

=====

Record 4
ORCA calculation (ωB97M-V/def2-TZVPD) on a cluster of 2 separate species, C15H29N6O4 in total.

Properties
HOMO energy in eV: -10.84
E_LUMO in eV: -2.62
Molar mass in g mol⁻¹: 357.435

Geometry as ORCA input:
```
! RIJCOSX wB97M-V def2-TZVPD def2/J DEFGRID3
* xyz 1 1
O 0.935 -5.717 -5.101
O 3.129 2.649 2.918
O -2.070 -4.382 -0.916
O 1.802 0.399 2.931
C 0.432 -5.570 -4.002
C 2.030 2.746 2.390
C -1.587 -4.022 -1.985
C 1.331 -2.442 0.442
C 0.673 -3.628 0.286
C 0.076 -2.788 2.239
N 1.305 1.569 2.282
N 0.949 -1.933 1.667
N -2.411 -3.746 -3.002
N -0.316 8.572 1.235
N 0.544 -4.387 -3.391
N -0.120 -3.826 1.400
C -0.302 -6.730 -3.355
C -2.097 -3.224 -4.335
C 1.505 4.104 1.930
C -1.024 7.924 2.343
C -0.032 4.168 1.865
C -0.378 6.575 2.663
C -0.544 5.572 1.506
C 0.740 -4.508 -0.934
C -0.046 -3.921 -2.125
H 2.629 0.658 3.410
H 2.022 -1.990 -0.262
H -0.422 -2.639 3.194
H 0.327 1.647 2.004
H 1.266 -1.047 2.069
H -3.388 -3.891 -2.790
H -0.781 9.439 0.961
H 0.659 8.749 1.477
H 1.083 -3.723 -3.928
H -0.807 -4.570 1.497
H -1.336 -6.466 -3.152
H -0.289 -7.572 -4.047
H 0.207 -7.025 -2.442
H -1.301 -2.478 -4.286
H -1.795 -4.036 -5.000
H -2.985 -2.750 -4.760
H 1.880 4.859 2.625
H 1.920 4.326 0.942
H -2.077 7.782 2.081
H -0.983 8.569 3.227
H -0.388 3.467 1.103
H -0.459 3.864 2.827
H -0.848 6.169 3.564
H 0.682 6.735 2.880
H -1.607 5.500 1.255
H -0.020 5.938 0.616
H 0.356 -5.499 -0.688
H 1.791 -4.620 -1.209
H 0.139 -2.848 -2.116
*
```

The net atomic charges from Mulliken, expressed in e, are: O -0.63; O -0.69; O -0.70; O -0.53; C 0.61; C 0.29; C 0.21; C -0.74; C 0.18; C -0.27; N -0.12; N 0.16; N -0.13; N -0.55; N -0.05; N 0.06; C -0.92; C -0.78; C -0.07; C -0.72; C -0.67; C -0.53; C -0.81; C -0.81; C -0.17; H 0.36; H 0.48; H 0.42; H 0.27; H 0.22; H 0.29; H 0.23; H 0.21; H 0.27; H 0.29; H 0.26; H 0.34; H 0.28; H 0.27; H 0.26; H 0.34; H 0.22; H 0.29; H 0.38; H 0.34; H 0.39; H 0.41; H 0.30; H 0.26; H 0.33; H 0.33; H 0.37; H 0.38; H 0.57

=====

Record 5
ORCA calculation (ωB97M-V/def2-TZVPD) on a structure of composition C38H34ClCoNO2P.

Properties
Expectation value of S²: 6.0464
HOMO energy (alpha / beta) in eV: -6.25 / -6.73
E_LUMO (alpha / beta) in eV: -0.21 / -3.75
Molar mass in g mol⁻¹: 662.055

Geometry as ORCA input:
```
! RIJCOSX wB97M-V def2-TZVPD def2/J DEFGRID3
* xyz 0 5
C 0.325 1.969 -1.802
C 0.963 0.693 -1.847
C -0.067 -0.308 -1.806
H 2.034 0.502 -1.950
C -1.324 0.363 -1.670
C -1.080 1.769 -1.682
H -1.840 2.543 -1.684
H 0.823 2.934 -1.899
H 0.076 -1.384 -1.914
H -2.298 -0.116 -1.613
Co -0.117 0.846 -0.185
Cl -0.259 -0.889 1.218
P 1.627 -3.005 -0.515
C 0.985 -4.091 -1.849
C 1.801 -4.682 -2.825
H 2.867 -4.459 -2.856
C 1.250 -5.567 -3.756
H 1.900 -6.041 -4.495
C -0.120 -5.844 -3.739
H -0.545 -6.547 -4.458
C -0.949 -5.211 -2.802
H -2.023 -5.407 -2.803
C -0.407 -4.332 -1.866
H -1.047 -3.832 -1.137
C 3.347 -2.724 -1.090
C 3.535 -1.777 -2.120
H 2.671 -1.290 -2.575
C 4.818 -1.473 -2.566
H 4.958 -0.697 -3.321
C 5.922 -2.165 -2.051
H 6.924 -1.950 -2.427
C 5.737 -3.132 -1.057
H 6.591 -3.686 -0.664
C 4.459 -3.391 -0.554
H 4.329 -4.121 0.245
C 1.859 -4.197 0.857
C 1.764 -5.589 0.701
H 1.503 -6.016 -0.268
C 2.010 -6.428 1.792
H 1.963 -7.509 1.655
C 2.311 -5.887 3.045
H 2.497 -6.547 3.894
C 2.368 -4.497 3.212
H 2.592 -4.068 4.189
C 2.137 -3.654 2.129
H 2.157 -2.571 2.252
C -5.501 2.368 2.174
C -4.878 3.080 1.011
C -5.283 2.772 -0.286
C -4.725 3.430 -1.386
C -3.622 4.252 -1.197
C -3.087 4.401 0.104
N -1.788 4.884 0.197
C -0.909 5.097 1.290
C -0.350 6.377 1.390
C 0.648 6.637 2.318
C 1.058 5.645 3.220
C 0.487 4.372 3.161
C -0.434 4.085 2.149
C -0.773 2.641 1.848
O -1.891 2.166 2.112
O 0.226 1.998 1.308
C -3.886 4.049 1.214
C -3.670 4.653 2.550
H -4.733 1.853 2.766
H -6.037 3.056 2.837
H -6.220 1.626 1.811
H -6.081 2.041 -0.426
H -5.133 3.283 -2.385
H -3.142 4.762 -2.039
H -1.452 5.319 -0.665
H -0.722 7.158 0.724
H 1.097 7.627 2.342
H 1.839 5.845 3.955
H 0.782 3.578 3.855
H -2.954 4.050 3.119
H -3.286 5.676 2.477
H -4.608 4.684 3.109
*
```

The net atomic charges from Mulliken, expressed in e, are: C -0.73; C -0.33; C 0.41; H 0.44; C -0.88; C -0.02; H 0.29; H 0.44; H 0.38; H 0.43; Co 0.08; Cl -0.59; P 0.45; C -0.03; C -0.18; H 0.31; C -0.57; H 0.38; C -0.46; H 0.35; C -0.60; H 0.37; C -0.14; H 0.41; C -0.12; C -0.37; H 0.69; C -0.72; H 0.40; C -0.51; H 0.36; C -0.65; H 0.40; C -0.13; H 0.33; C 0.06; C -0.11; H 0.32; C -0.62; H 0.38; C -0.46; H 0.35; C -0.60; H 0.38; C -0.25; H 0.37; C -1.58; C 0.97; C -0.94; C -0.52; C -1.09; C 0.71; N 0.28; C -0.14; C -0.73; C -0.67; C -0.58; C -0.79; C 0.89; C 0.69; O -0.56; O -0.66; C 0.99; C -1.70; H 0.29; H 0.36; H 0.42; H 0.39; H 0.42; H 0.46; H 0.42; H 0.47; H 0.40; H 0.41; H 0.47; H 0.26; H 0.38; H 0.54

=====

Record 6
ORCA calculation (ωB97M-V/def2-TZVPD) on a structure of composition C18H13MnN2O12S.

Properties
Expectation value of S²: 6.0428
HOMO energy (alpha / beta) in eV: -9.77 / -9.80
E_LUMO (alpha / beta) in eV: -1.91 / -0.92
Molar mass in g mol⁻¹: 536.309

Geometry as ORCA input:
```
! RIJCOSX wB97M-V def2-TZVPD def2/J DEFGRID3
* xyz 0 5
Mn -0.533 -0.575 -0.282
O 3.522 -0.280 0.712
C 2.248 -0.603 0.647
O 1.503 -0.148 -0.204
C 1.797 -1.542 1.732
O 0.488 -1.972 1.476
C 0.369 -3.258 0.857
C 0.509 -3.168 -0.647
O 1.069 -4.005 -1.300
O -0.084 -2.102 -1.193
H 3.713 0.368 0.012
H 1.808 -0.970 2.664
H 2.513 -2.361 1.828
H -0.637 -3.602 1.094
H 1.099 -3.953 1.267
O -2.070 3.389 4.081
S -2.534 2.242 3.364
O -3.228 1.191 4.052
N -1.289 1.576 2.502
C -1.533 1.655 1.242
O -0.723 1.134 0.356
C -2.782 2.348 0.827
C -3.294 2.586 -0.433
C -4.536 3.206 -0.520
C -5.236 3.574 0.627
C -4.711 3.344 1.896
C -3.477 2.734 1.957
H -2.757 2.272 -1.318
H -4.971 3.399 -1.492
H -6.205 4.048 0.531
H -5.252 3.624 2.790
O -2.405 -0.597 -1.037
C -2.894 -0.908 0.101
O -2.107 -1.203 1.032
C -4.361 -0.809 0.312
C -4.838 -0.584 1.597
C -6.194 -0.365 1.793
C -7.023 -0.412 0.692
C -6.580 -0.663 -0.591
C -5.221 -0.849 -0.780
N -8.475 -0.155 0.897
O -9.210 -0.313 -0.055
O -8.842 0.112 2.022
H -4.151 -0.543 2.433
H -6.598 -0.153 2.771
H -7.283 -0.693 -1.410
H -4.821 -1.010 -1.771
*
```

The net atomic charges from Mulliken, expressed in e, are: Mn 0.69; O -0.46; C 0.65; O -0.51; C -0.50; O -0.30; C -0.46; C 0.65; O -0.60; O -0.63; H 0.39; H 0.40; H 0.41; H 0.28; H 0.39; O -0.69; S 1.28; O -0.61; N -0.57; C 0.67; O -0.74; C 0.57; C -0.27; C -0.70; C -0.48; C -0.72; C 0.06; H 0.44; H 0.40; H 0.44; H 0.48; O -0.73; C 1.21; O -0.64; C 0.25; C -0.49; C -0.71; C 0.15; C -0.61; C -0.27; N 1.01; O -0.61; O -0.61; H 0.54; H 0.51; H 0.51; H 0.51